ORCA calculation (wB97M-V/def2-TZVPD) on a cluster of 10 separate species, C22H30F6N4O26 in total at a distorted geometry.

Last columns: bonded neighbours and bond lengths (Å).
CARTESIAN COORDINATES (ANGSTROEM)
1 O 3.34035 0.95702 -5.47388  C2 1.228
2 C 2.26344 1.36719 -5.04865  O1 1.228, O3 1.307, O7 1.373
3 O 1.24875 1.64946 -5.82307  C2 1.307, C4 1.457
4 C 0.20754 2.13528 -4.92751  O3 1.457, C5 1.461, H8 1.090, H9 1.098
5 C 0.56283 1.57964 -3.62385  C4 1.461, F6 1.388, O7 1.391, H10 1.067
6 F 0.07451 0.28773 -3.48526  C5 1.388
7 O 1.94861 1.51376 -3.72063  C2 1.373, C5 1.391
8 H 0.35080 3.21373 -4.85721  C4 1.090
9 H -0.75379 1.98552 -5.43644  C4 1.098
10 H 0.28182 2.15112 -2.76818  C5 1.067
11 O -1.12823 3.61820 -1.98465  C12 1.177
12 C -2.06368 2.91678 -1.85092  O11 1.177, O13 1.324, O17 1.376
13 O -3.21403 3.28067 -1.30450  C12 1.324, C14 1.434
14 C -4.19457 2.23877 -1.40552  O13 1.434, C15 1.571, H18 1.097, H19 1.085
15 C -3.34340 1.07249 -2.02438  C14 1.571, F16 1.386, O17 1.381, H20 1.070
16 F -3.97855 0.60416 -3.16328  C15 1.386
17 O -2.13653 1.64626 -2.37476  C12 1.376, C15 1.381
18 H -4.45464 1.98879 -0.37003  C14 1.097
19 H -5.05083 2.42872 -2.04365  C14 1.085
20 H -3.13051 0.25726 -1.36462  C15 1.070
21 O 2.14448 4.54993 -3.40228  C22 1.187
22 C 2.01867 4.64354 -2.22593  O21 1.187, O23 1.340, O27 1.372
23 O 1.79846 3.59871 -1.41694  C22 1.340, C24 1.436
24 C 1.68716 4.06449 -0.06295  O23 1.436, C25 1.515, H28 1.100, H29 1.103
25 C 2.14931 5.50684 -0.09411  C24 1.515, F26 1.321, O27 1.470, H30 1.077
26 F 3.42256 5.57521 0.24943  C25 1.321
27 O 2.02118 5.82223 -1.52408  C22 1.372, C25 1.470
28 H 0.61229 4.12984 0.15972  C24 1.100
29 H 2.22237 3.47835 0.70326  C24 1.103
30 H 1.55568 6.32629 0.27498  C25 1.077
31 O 1.69294 -2.13168 4.45725  C32 1.168
32 C 2.30303 -2.73073 3.66156  O31 1.168, O33 1.336, O37 1.357
33 O 2.80927 -3.95829 3.80542  C32 1.336, C34 1.443
34 C 3.58125 -4.26092 2.62435  O33 1.443, C35 1.455, H38 1.059, H39 1.071
35 C 3.10162 -3.28614 1.65715  C34 1.455, F36 1.399, O37 1.440, H40 1.066
36 F 2.05283 -3.87467 0.94277  C35 1.399
37 O 2.56812 -2.20158 2.44068  C32 1.357, C35 1.440
38 H 4.59225 -4.08954 2.88875  C34 1.059
39 H 3.26855 -5.23457 2.30578  C34 1.071
40 H 3.71181 -2.85626 0.89654  C35 1.066
41 O 3.21616 0.10006 6.62786  C42 1.191
42 C 2.65602 0.44379 5.63402  O41 1.191, O43 1.409, O47 1.365
43 O 1.39932 1.08172 5.64207  C42 1.409, C44 1.440
44 C 1.08273 1.17041 4.23963  O43 1.440, C45 1.469, H48 1.098, H49 1.111
45 C 2.32830 0.94921 3.49240  C44 1.469, F46 1.388, O47 1.370, H50 1.113
46 F 2.94134 2.12570 3.08566  C45 1.388
47 O 3.15332 0.29943 4.37143  C42 1.365, C45 1.370
48 H 0.35035 0.39663 3.97388  C44 1.098
49 H 0.64411 2.13841 3.91505  C44 1.111
50 H 2.24382 0.45869 2.49650  C45 1.113
51 O -3.82135 -5.64030 -1.73318  C52 1.171
52 C -2.96065 -5.60734 -0.93935  O51 1.171, O53 1.289, O57 1.373
53 O -1.71474 -5.34730 -1.14348  C52 1.289, C54 1.450
54 C -1.05606 -5.05528 0.11491  O53 1.450, C55 1.504, H58 1.117, H59 1.068
55 C -2.10402 -5.41581 1.13222  C54 1.504, F56 1.342, O57 1.390, H60 1.126
56 F -2.71570 -4.42863 1.80428  C55 1.342
57 O -3.13446 -5.96196 0.37535  C52 1.373, C55 1.390
58 H -0.25682 -5.81918 0.27452  C54 1.117
59 H -0.62375 -4.08692 -0.00806  C54 1.068
60 H -1.74056 -6.19096 1.86332  C55 1.126
61 C -3.46482 -2.66249 -3.20727  N62 1.486, H65 1.080, H66 1.082, H67 1.103
62 N -2.93211 -2.04628 -1.96383  C61 1.486, O63 1.220, O64 1.225
63 O -1.74198 -1.78246 -1.91737  N62 1.220
64 O -3.69272 -1.91296 -1.01267  N62 1.225
65 H -4.13251 -3.46349 -2.92791  C61 1.080
66 H -2.65481 -3.09843 -3.77678  C61 1.082
67 H -3.91274 -1.83065 -3.77567  C61 1.103
68 C 0.22965 -1.11185 0.21324  N69 1.512, H72 1.072, H73 1.064, H74 1.072
69 N -0.55488 0.18101 0.19485  C68 1.512, O70 1.219, O71 1.214
70 O 0.06319 1.08301 -0.34474  N69 1.219
71 O -1.67759 0.20279 0.65543  N69 1.214
72 H 0.37650 -1.50120 -0.77486  C68 1.072
73 H -0.30453 -1.85692 0.75353  C68 1.064
74 H 1.17809 -0.95510 0.68854  C68 1.072
75 C -3.90406 1.21441 3.74815  N76 1.507, H79 1.084, H80 1.095, H81 1.068
76 N -4.92637 2.05969 3.03306  C75 1.507, O77 1.203, O78 1.216
77 O -5.51634 2.85741 3.71329  N76 1.203
78 O -5.14044 1.81704 1.86048  N76 1.216
79 H -4.29384 0.33133 4.24214  C75 1.084
80 H -3.39230 1.87505 4.45568  C75 1.095
81 H -3.21309 0.86075 3.01430  C75 1.068
82 C 4.10695 0.88475 -1.60009  N83 1.463, H86 1.098, H87 1.089, H88 1.076
83 N 3.63278 0.21095 -0.39111  C82 1.463, O84 1.238, O85 1.199
84 O 3.81953 -1.00694 -0.27188  N83 1.238
85 O 3.13895 0.88955 0.46501  N83 1.199
86 H 4.43705 0.22622 -2.41455  C82 1.098
87 H 5.03158 1.32757 -1.23315  C82 1.089
88 H 3.40974 1.63330 -1.93525  C82 1.076

As for the relative energy (zero: lowest compared OMol25 entry of this formula, charge and spin): 72.9 kJ/mol. As for the molecular weight: 880.5 g mol⁻¹. The energy is -3630.47387 Eh. As for the structure (SMILES): O=C1OC[C@@H](F)O1.O=C1OC[C@@H](F)O1.O=C1OC[C@@H](F)O1.O=C1OC[C@@H](F)O1.O=C1OC[C@@H](F)O1.O=C1OC[C@@H](F)O1.C[N+](=O)[O-].C[N+](=O)[O-].C[N+](=O)[O-].C[N+](=O)[O-]. The LUMO energy is -0.43 eV. Its HOMO energy is -10.860 eV.

ORCA calculation (wB97M-V/def2-TZVPD) on the molecule C6H15N at a distorted geometry.

Last columns: bonded neighbours and bond lengths (Å).
CARTESIAN COORDINATES (ANGSTROEM)
1 C -2.93894 -0.16498 0.70727  C2 1.533, H8 1.098, H9 1.091, H10 1.088
2 C -2.19098 -0.23583 -0.62872  C1 1.533, C3 1.535, H11 1.089, H12 1.104
3 C -0.95771 0.67742 -0.60888  C2 1.535, N4 1.455, H13 1.088, H14 1.098
4 N -0.08410 0.44795 0.53140  C3 1.455, C5 1.460, H15 1.005
5 C 1.33636 0.76860 0.64102  N4 1.460, C6 1.546, H16 1.102, H17 1.092
6 C 2.13838 0.08327 -0.48882  C5 1.546, C7 1.512, H18 1.099, H19 1.097
7 C 2.70833 -1.26601 -0.11345  C6 1.512, H20 1.098, H21 1.083, H22 1.099
8 H -3.22432 0.88169 0.87336  C1 1.098
9 H -3.88492 -0.70872 0.72236  C1 1.091
10 H -2.27258 -0.39975 1.53418  C1 1.088
11 H -1.98110 -1.27101 -0.89184  C2 1.089
12 H -2.74861 0.14423 -1.50261  C2 1.104
13 H -0.35344 0.42846 -1.47922  C3 1.088
14 H -1.23640 1.73349 -0.72319  C3 1.098
15 H -0.47464 0.66601 1.43110  N4 1.005
16 H 1.51856 1.85342 0.56725  C5 1.102
17 H 1.69055 0.36880 1.59303  C5 1.092
18 H 2.95439 0.66729 -0.93655  C6 1.099
19 H 1.45235 0.05232 -1.34471  C6 1.097
20 H 3.50341 -1.06812 0.61675  C7 1.098
21 H 3.06458 -1.81716 -0.97500  C7 1.083
22 H 1.98083 -1.84137 0.47527  C7 1.099

As for the relative energy (zero: lowest compared OMol25 entry of this formula, charge and spin): 100.6 kJ/mol. As for the molecular weight: 101.2 g mol⁻¹. The energy is -292.33070 Eh. As for the structure (SMILES): CCCNCCC. The LUMO energy is 1.17 eV. Its HOMO energy is -8.338 eV.

ORCA calculation (wB97M-V/def2-TZVPD) on a cluster of 2 separate species, C3H10NO in total at a distorted geometry.

Last columns: bonded neighbours and bond lengths (Å).
CARTESIAN COORDINATES (ANGSTROEM)
1 C -0.43439 -1.80480 -0.60097  N2 1.540, H3 1.096, H4 1.077, H5 1.092
2 N -1.85223 -1.54289 -1.14261  C1 1.540, H6 1.071, H7 1.104, H8 1.047
3 H -0.15244 -2.86166 -0.52918  C1 1.096
4 H -0.10583 -1.17822 0.21110  C1 1.077
5 H 0.28277 -1.36984 -1.30094  C1 1.092
6 H -2.04840 -2.03864 -2.07128  N2 1.071
7 H -2.56357 -2.03052 -0.45315  N2 1.104
8 H -2.11763 -0.53794 -1.26734  N2 1.047
9 C 1.22093 2.24734 1.91348  C10 1.393, H12 1.054, H13 1.155
10 C 1.65473 1.49194 0.82583  C9 1.393, O11 1.391, H14 1.114
11 O 0.73528 1.13697 -0.15570  C10 1.391, H15 1.060
12 H 1.87196 2.71165 2.60069  C9 1.054
13 H 0.24125 2.85910 1.91389  C9 1.155
14 H 2.55185 0.84220 0.70516  C10 1.114
15 H 0.71570 2.07531 -0.64897  O11 1.060

As for the relative energy (zero: lowest compared OMol25 entry of this formula, charge and spin): 284.0 kJ/mol. As for the molecular weight: 76.1 g mol⁻¹. The energy is -249.49284 Eh. The LUMO energy (spin up / spin down) is -9.13 / -12.75 eV. Its total charge is +2. The spin multiplicity is 2. Its HOMO energy (spin up / spin down) is -21.055 / -21.379 eV.